Record 1
Molecular formula: C2H6Cl2Si
Method: DFT, ωB97M-V/def2-TZVPD

Energy above the lowest of the compared OMol25 structures with the same formula, charge and spin = 2.927 eV
Molar mass = 129.06 g mol⁻¹
Total energy = -35092.8477 eV

CARTESIAN COORDINATES (ANGSTROEM)
Cl (-2.45382, -1.87125, 0.47524)
Cl (-2.07054, 1.32137, -0.23466)
Si (-1.81066, -0.55824, -0.93209)
C (1.16464, 0.86820, 0.73044)
C (1.22824, -0.43747, -0.00473)
H (-2.18046, -0.93301, -2.32616)
H (0.16723, 0.99741, 1.17432)
H (1.91962, 0.78761, 1.51508)
H (1.22287, 1.70496, 0.05363)
H (1.40028, -0.45169, -1.00156)
H (1.41261, -1.42788, 0.55049)



Record 2
Molecular formula: C2H6ClF
Method: DFT, ωB97M-V/def2-TZVPD

Energy above the lowest of the compared OMol25 structures with the same formula, charge and spin = 0.667 eV
Molar mass = 84.52 g mol⁻¹
Total energy = -17410.7155 eV

CARTESIAN COORDINATES (ANGSTROEM)
Cl (1.86087, -1.11549, -0.22799)
F (-2.72804, -0.51808, -0.58643)
C (1.66901, 0.65273, -0.22638)
C (-1.64055, -0.50827, 0.26077)
H (0.66070, 0.89737, 0.10596)
H (2.40044, 1.08326, 0.45395)
H (-1.00569, -1.37620, 0.05201)
H (-1.98580, -0.55168, 1.29939)
H (-1.06397, 0.41028, 0.10609)
H (1.83304, 1.02606, -1.23737)



Record 3
Molecular formula: C2H6ClFSi
Method: DFT, ωB97M-V/def2-TZVPD

Energy above the lowest of the compared OMol25 structures with the same formula, charge and spin = 4.355 eV
Molar mass = 112.61 g mol⁻¹
Total energy = -25288.2186 eV

CARTESIAN COORDINATES (ANGSTROEM)
Cl (2.81763, -1.17346, -0.19334)
Si (1.01536, -0.43238, 0.25262)
F (-2.15164, -2.50801, -0.67549)
C (-0.32555, -1.05640, 1.19958)
C (0.84454, 1.17905, -0.84289)
H (0.38202, 1.09055, -1.79311)
H (1.89116, 1.60461, -1.08480)
H (-1.21275, -0.58532, 1.51374)
H (0.37334, 2.01639, -0.15114)
H (0.11681, -1.82758, 1.79056)
H (-1.99178, -1.59550, -0.37836)



Record 4
Molecular formula: C2H6ClISi
Method: DFT, ωB97M-V/def2-TZVPD

Energy above the lowest of the compared OMol25 structures with the same formula, charge and spin = 3.927 eV
Molar mass = 220.51 g mol⁻¹
Total energy = -30670.7945 eV

CARTESIAN COORDINATES (ANGSTROEM)
I (-2.30439, 0.20432, -1.72126)
Cl (1.27607, 0.27563, -1.77797)
Si (-0.22517, -0.34910, -0.63419)
C (0.45100, 2.48193, 1.74924)
C (-0.20749, -2.24125, -0.67715)
H (0.66455, -2.72057, -0.33799)
H (0.33838, 3.12857, 2.61143)
H (-0.20238, -2.69660, -1.62799)
H (-0.15570, 2.80808, 0.90619)
H (1.32881, 1.84567, 1.70144)
H (-0.96369, -2.73668, -0.19173)



> What is the molar mass in the fourth record?

220.51 g mol⁻¹